1.
This record from the Open Molecules 2025 dataset describes a structure of composition C46H50BClF5N8OSSr. The level of theory is the ωB97M-V functional and the def2-TZVPD basis.

Computed properties:
frontier orbital gap: 6.460 eV
strongest force on any atom: 0.012 hartree/bohr
net charge: -1
electronic energy: -100948.666 eV

Element x y z (Å)
1 Sr -0.4968 0.7278 -0.9623
2 Cl -4.4521 -1.9860 -7.3520
3 C -3.8124 -1.3426 -5.8543
4 C -4.6702 -0.6678 -4.9710
5 C -4.1898 -0.1789 -3.7903
6 C -2.8183 -0.3191 -3.4098
7 O -2.4208 0.0868 -2.2733
8 C -1.9591 -0.9574 -4.3512
9 C -0.5345 -1.0977 -4.2053
10 N 0.2648 -0.5300 -3.3662
11 C 1.6456 -0.7428 -3.5790
12 C 2.2033 -0.9969 -4.8094
13 C 3.5789 -1.2752 -4.9571
14 C 4.4098 -1.2778 -3.8790
15 C 3.8957 -0.9326 -2.6051
16 C 4.7150 -0.8445 -1.4532
17 C 4.1834 -0.4355 -0.2713
18 C 2.8172 -0.0868 -0.2341
19 N 2.0216 -0.1798 -1.2697
20 C 2.5300 -0.6291 -2.4544
21 C -2.4916 -1.4866 -5.5439
22 H -5.7126 -0.5438 -5.2363
23 H -4.8379 0.3364 -3.0920
24 H -0.0923 -1.7723 -4.9460
25 H 1.5817 -0.9692 -5.6934
26 H 3.9671 -1.4888 -5.9448
27 H 5.4625 -1.5063 -3.9866
28 H 5.7661 -1.0977 -1.5365
29 H 4.7842 -0.3563 0.6244
30 H 2.3734 0.2912 0.6780
31 H -1.8306 -1.9965 -6.2353
32 C -1.2417 -0.9643 4.9492
33 C -1.7340 -1.1672 3.5545
34 C -2.7723 -1.9780 3.1331
35 C -2.7787 -1.8718 1.7281
36 N -1.7905 -1.0861 1.3342
37 N -1.1764 -0.6211 2.4554
38 B 0.1301 0.1349 2.1766
39 N 1.3512 -0.5423 2.8700
40 N 1.6423 -1.7680 2.3611
41 C 2.7050 -2.2076 3.0080
42 C 3.1312 -1.2568 3.9601
43 C 2.2373 -0.2122 3.8293
44 C 2.2467 1.0807 4.5792
45 C 3.2936 -3.5653 2.6997
46 C 2.6689 -4.1388 1.4287
47 C 4.8080 -3.4425 2.5073
48 C 3.0118 -4.5053 3.8774
49 N 0.1317 1.6883 2.2285
50 N 0.7612 2.2046 1.1333
51 C 0.9222 3.4952 1.3318
52 C 0.3707 3.8558 2.5798
53 C -0.1219 2.6775 3.1093
54 C -0.8891 2.4704 4.3671
55 C 1.6353 4.3838 0.3449
56 C 3.0389 4.6772 0.8870
57 C 1.7562 3.6919 -1.0149
58 C 0.8564 5.6942 0.1728
59 C -3.6612 -2.5630 0.7122
60 C -4.6599 -3.4733 1.4285
61 C -2.7901 -3.4024 -0.2277
62 C -4.4290 -1.5140 -0.0970
63 H -1.6090 -1.7857 5.5645
64 H -0.1518 -0.9547 5.0087
65 H -1.6169 -0.0354 5.3822
66 H -3.4251 -2.5594 3.7624
67 H 0.3017 -0.0954 1.0184
68 H 3.9677 -1.2949 4.6384
69 H 3.1897 1.1539 5.1210
70 H 2.1628 1.9442 3.9191
71 H 1.4380 1.1347 5.3102
72 H 2.8591 -3.4886 0.5738
73 H 3.0927 -5.1250 1.2210
74 H 1.5887 -4.2308 1.5323
75 H 5.0363 -2.7923 1.6614
76 H 5.2869 -3.0261 3.3960
77 H 5.2445 -4.4252 2.3125
78 H 1.9370 -4.6119 4.0306
79 H 3.4343 -5.4949 3.6835
80 H 3.4487 -4.1192 4.8003
81 H 0.3048 4.8311 3.0318
82 H -0.7294 3.3238 5.0261
83 H -1.9572 2.3802 4.1651
84 H -0.5676 1.5732 4.8909
85 H 3.6078 3.7525 0.9976
86 H 3.5769 5.3335 0.1982
87 H 2.9936 5.1657 1.8624
88 H 2.3209 2.7606 -0.9485
89 H 0.7628 3.4856 -1.4243
90 H 2.2660 4.3617 -1.7114
91 H 0.7820 6.2406 1.1143
92 H 1.3697 6.3349 -0.5493
93 H -0.1508 5.4875 -0.1899
94 H -4.1513 -4.2569 1.9946
95 H -5.2878 -2.9054 2.1175
96 H -5.3113 -3.9533 0.6945
97 H -2.2316 -4.1559 0.3323
98 H -3.4134 -3.9079 -0.9699
99 H -2.0734 -2.7703 -0.7511
100 H -5.0551 -0.9117 0.5669
101 H -3.7567 -0.8369 -0.6241
102 H -5.0776 -2.0032 -0.8291
103 F -4.2349 3.1871 -6.1231
104 C -3.7525 3.2254 -4.8717
105 C -2.4575 2.8228 -4.5988
106 F -1.6649 2.3870 -5.5886
107 C -1.9967 2.8664 -3.2986
108 F -0.7190 2.4384 -3.1113
109 C -2.7431 3.2807 -2.2049
110 S -2.1027 3.2756 -0.5921
111 C -4.0423 3.6787 -2.5312
112 F -4.8813 4.1044 -1.5738
113 C -4.5415 3.6533 -3.8207
114 F -5.8056 4.0395 -4.0632

2.
This record from the Open Molecules 2025 dataset describes a structure of composition C46H50BFN4O3Y. The level of theory is the ωB97M-V functional and the def2-TZVPD basis.

Computed properties:
frontier orbital gap: 4.311 eV
strongest force on any atom: 0.055 hartree/bohr
energy above the lowest of the compared OMol25 structures with the same formula, charge and spin: 684.1 kJ/mol
net charge: -1
electronic energy: -65053.691 eV

Element x y z (Å)
1 Y -0.5231 0.9104 0.3385
2 O -3.2176 5.3305 -0.7487
3 C -4.1773 4.4049 -0.9003
4 C -5.5096 4.8179 -0.9474
5 C -6.5309 3.9003 -1.1361
6 C -6.2374 2.5472 -1.2768
7 C -4.9115 2.1356 -1.2075
8 C -3.8665 3.0389 -1.0151
9 C -2.4785 2.5342 -0.9047
10 O -2.2974 1.2029 -0.7851
11 N -1.5285 3.4027 -0.8707
12 N -0.2049 2.9867 -0.7202
13 C 0.6393 4.1400 -0.6783
14 C 1.9794 4.1959 -0.7880
15 C 2.6867 5.4940 -0.7493
16 C 4.0107 5.6517 -0.9756
17 C 4.9021 4.5432 -1.2328
18 C 4.3340 3.2937 -1.1941
19 C 2.9739 3.1493 -0.9776
20 O 2.5467 1.7228 -0.7950
21 H -2.3584 4.8268 -0.7595
22 H -5.7163 5.8764 -0.8357
23 H -7.5592 4.2437 -1.1706
24 H -7.0290 1.8237 -1.4313
25 H -4.6518 1.0872 -1.2977
26 H 0.1239 5.0885 -0.5652
27 H 2.0710 6.3655 -0.5442
28 H 4.4219 6.6563 -0.9475
29 H 5.9541 4.6790 -1.4373
30 H 4.9578 2.4093 -1.3352
31 F 0.5655 1.4331 6.7669
32 C 0.2704 1.3741 5.4448
33 C 0.8640 2.2764 4.5877
34 C 0.5445 2.1962 3.2322
35 C -0.3362 1.2394 2.7021
36 C -0.8975 0.3618 3.6398
37 C -0.6178 0.4155 5.0057
38 H 1.5464 3.0232 4.9756
39 H 0.9974 2.9359 2.5723
40 H -1.5985 -0.4055 3.3123
41 H -1.0685 -0.2669 5.7172
42 C -3.0439 -1.9245 0.7866
43 C -3.4096 -2.5783 -0.5539
44 C -3.1089 -4.0796 -0.5185
45 C -2.8605 -1.8797 -1.7987
46 C -3.7839 -1.3891 -2.7169
47 C -3.3861 -0.7260 -3.8677
48 C -2.0375 -0.5662 -4.1332
49 C -1.0748 -1.0524 -3.2535
50 C 0.3954 -0.8845 -3.6116
51 C 0.7297 -1.6287 -4.9061
52 C 0.7909 0.5923 -3.7251
53 C -1.5013 -1.6933 -2.0813
54 N -0.5080 -2.1472 -1.1495
55 B 0.1988 -1.3134 -0.1778
56 N 1.1316 -2.3155 0.3690
57 C 1.0085 -3.5408 -0.3000
58 C 0.0249 -3.4356 -1.2122
59 C 2.0786 -2.1769 1.4199
60 C 3.1644 -1.3123 1.2625
61 C 4.0947 -1.1920 2.2858
62 C 3.9623 -1.9348 3.4514
63 C 2.8893 -2.7967 3.5893
64 C 1.9309 -2.9298 2.5914
65 C 0.7482 -3.8645 2.7981
66 C -0.0422 -3.4890 4.0524
67 C 1.1855 -5.3295 2.8525
68 C 3.3045 -0.4715 0.0146
69 C 4.6346 -0.6691 -0.7112
70 C 3.0795 0.9794 0.3925
71 H -3.7168 -2.2812 1.5719
72 H -3.1538 -0.8400 0.7263
73 H -2.0215 -2.1744 1.0864
74 H -4.4924 -2.4810 -0.6455
75 H -2.0716 -4.2688 -0.2343
76 H -3.2905 -4.5459 -1.4907
77 H -3.7512 -4.5714 0.2187
78 H -4.8419 -1.5099 -2.5069
79 H -4.1290 -0.3293 -4.5503
80 H -1.7249 -0.0461 -5.0332
81 H 0.9884 -1.3349 -2.8173
82 H 0.1817 -1.2088 -5.7556
83 H 0.4712 -2.6881 -4.8299
84 H 1.7986 -1.5525 -5.1279
85 H 0.3050 1.0699 -4.5810
86 H 1.8747 0.6845 -3.8898
87 H 0.5097 1.1803 -2.8484
88 H 1.6320 -4.3921 -0.0683
89 H -0.3336 -4.1749 -1.9133
90 H 4.9369 -0.5166 2.1702
91 H 4.6883 -1.8349 4.2491
92 H 2.7769 -3.3641 4.5088
93 H 0.0816 -3.7511 1.9463
94 H 0.5556 -3.6274 4.9593
95 H -0.9323 -4.1193 4.1397
96 H -0.3568 -2.4466 4.0179
97 H 1.8412 -5.5090 3.7102
98 H 1.7313 -5.6209 1.9511
99 H 0.3152 -5.9850 2.9511
100 H 2.4924 -0.7535 -0.6535
101 H 5.4802 -0.3576 -0.0916
102 H 4.6768 -0.0903 -1.6405
103 H 4.7712 -1.7204 -0.9733
104 H 3.9898 1.4935 0.6816
105 H 2.3290 1.1256 1.1663
106 H 2.7200 1.2482 -1.6202

3.
This record from the Open Molecules 2025 dataset describes a structure of composition C46H50N5O4OsP2S. The level of theory is the ωB97M-V functional and the def2-TZVPD basis.

Computed properties:
frontier orbital gap (alpha / beta): 6.025 / 6.735 eV
strongest force on any atom: 0.053 hartree/bohr
net charge: +3
electronic energy: -96014.681 eV

Element x y z (Å)
1 Os 0.6621 -1.7334 0.0386
2 O -1.5184 -4.3201 2.2069
3 C -1.1061 -3.5419 1.4090
4 N 0.2452 -3.0614 1.3223
5 C 1.2562 -3.4758 2.2642
6 O 1.0574 -4.1184 3.2429
7 C 2.5951 -2.9609 1.8462
8 C 3.7412 -3.2979 2.5259
9 C 4.9570 -2.8352 2.0379
10 C 4.9651 -2.0775 0.8775
11 C 3.7660 -1.7726 0.2588
12 N 2.5946 -2.1896 0.7445
13 C -1.9808 -2.9030 0.3645
14 C -3.2964 -3.2767 0.2143
15 C -4.0771 -2.5956 -0.7127
16 C -3.5032 -1.5608 -1.4338
17 C -2.1686 -1.2509 -1.2340
18 N -1.4138 -1.9208 -0.3575
19 H 3.6641 -3.9140 3.4119
20 H 5.8803 -3.0763 2.5473
21 H 5.8933 -1.7263 0.4478
22 H 3.7324 -1.2081 -0.6585
23 H -3.6776 -4.0949 0.8111
24 H -5.1133 -2.8696 -0.8632
25 H -4.0777 -1.0009 -2.1601
26 H -1.6859 -0.4569 -1.7834
27 O 1.0902 -1.3924 -1.9195
28 P 1.8594 -0.6033 -2.9920
29 C 2.7592 0.7533 -2.2042
30 P 1.8135 1.4008 -0.7994
31 O 1.3822 0.2328 0.0965
32 C 2.8837 2.4933 0.0888
33 C 4.0673 1.9670 0.6216
34 C 4.8932 2.7700 1.3842
35 C 4.5419 4.0956 1.6228
36 C 3.3791 4.6243 1.0838
37 C 2.5424 3.8269 0.3160
38 C 0.4177 2.2669 -1.4797
39 C -0.8568 1.8471 -1.1099
40 C -1.9737 2.4769 -1.6388
41 C -1.8170 3.5466 -2.5098
42 C -0.5448 3.9745 -2.8723
43 C 0.5742 3.3313 -2.3683
44 C 3.0543 -1.6354 -3.7938
45 C 2.8657 -3.0191 -3.7755
46 C 3.7755 -3.8408 -4.4223
47 C 4.8575 -3.2846 -5.0922
48 C 5.0434 -1.9072 -5.1134
49 C 4.1421 -1.0767 -4.4692
50 C 0.7298 0.0854 -4.1800
51 C -0.5566 -0.4433 -4.2805
52 C -1.4405 0.0674 -5.2193
53 C -1.0254 1.0657 -6.0910
54 C 0.2702 1.5624 -6.0210
55 C 1.1474 1.0811 -5.0642
56 H 2.9533 1.5587 -2.9158
57 H 3.7192 0.3858 -1.8398
58 H 4.3333 0.9307 0.4471
59 H 5.8105 2.3710 1.7964
60 H 5.1816 4.7181 2.2343
61 H 3.1175 5.6580 1.2648
62 H 1.6342 4.2424 -0.1001
63 H -0.9459 1.0325 -0.4009
64 H -2.9716 2.1451 -1.3730
65 H -2.6868 4.0587 -2.9006
66 H -0.4265 4.8133 -3.5453
67 H 1.5620 3.6691 -2.6638
68 H 2.0181 -3.4454 -3.2535
69 H 3.6377 -4.9135 -4.4106
70 H 5.5580 -3.9267 -5.6097
71 H 5.8889 -1.4811 -5.6364
72 H 4.2971 -0.0035 -4.4938
73 H -0.8432 -1.2732 -3.6487
74 H -2.4440 -0.3321 -5.2920
75 H -1.7016 1.4364 -6.8500
76 H 0.6038 2.3114 -6.7272
77 H 2.1581 1.4737 -5.0301
78 C -3.2230 3.3341 2.0052
79 C -4.6849 2.8872 2.0709
80 C -4.9135 1.4732 2.6078
81 C -4.5084 0.3411 1.6639
82 N -3.0525 0.1819 1.5185
83 C -2.2548 -0.4453 2.3724
84 S -0.5153 -0.2627 2.1429
85 N -2.7270 -1.1636 3.3682
86 C -1.9274 -1.8825 4.3903
87 C -1.3592 -0.9700 5.4782
88 C -2.3439 -0.6058 6.5869
89 C -3.5484 0.2161 6.1349
90 H -3.1642 4.4099 1.8416
91 H -2.6655 2.8675 1.1870
92 H -2.7020 3.1156 2.9413
93 H -5.1557 2.9880 1.0880
94 H -5.2162 3.5684 2.7364
95 H -5.9797 1.3426 2.8055
96 H -4.3916 1.3585 3.5631
97 H -4.9041 0.5221 0.6639
98 H -4.9265 -0.6087 2.0043
99 H -2.5826 0.8391 0.9159
100 H -3.7196 -1.0995 3.5508
101 H -1.1193 -2.3946 3.8770
102 H -2.5809 -2.6371 4.8259
103 H -0.9655 -0.0632 5.0047
104 H -0.5100 -1.4966 5.9185
105 H -1.7986 -0.0453 7.3474
106 H -2.6824 -1.5196 7.0821
107 H -3.2362 1.0820 5.5432
108 H -4.1007 0.5872 6.9969
109 H -4.2601 -0.3760 5.5486

4.
This record from the Open Molecules 2025 dataset describes a structure of composition C46H51BiCl3N8O8S. The level of theory is the ωB97M-V functional and the def2-TZVPD basis.

Computed properties:
frontier orbital gap (alpha / beta): 5.135 / 5.603 eV
strongest force on any atom: 0.009 hartree/bohr
energy above the lowest of the compared OMol25 structures with the same formula, charge and spin: 289.7 kJ/mol
net charge: -1
electronic energy: -131070.017 eV

Element x y z (Å)
1 Bi -0.3892 0.6539 -0.5049
2 C -3.8957 -4.2171 1.9936
3 C -4.4631 -2.7957 2.0375
4 C -3.3947 -1.7493 1.9228
5 C -2.6889 -1.1360 2.9683
6 C -2.9076 -1.3046 4.4403
7 C -2.0188 -2.3845 5.0637
8 C -1.6610 -0.3777 2.3708
9 C -0.6091 0.2845 3.0617
10 C 0.6233 0.6151 2.5448
11 C 1.8530 0.8959 3.2602
12 C 1.9378 1.1615 4.7307
13 C 1.8432 -0.1118 5.5782
14 C 2.8836 0.7142 2.3808
15 C 2.3000 0.3020 1.1186
16 C 2.9142 -0.4527 0.1203
17 C 2.1971 -1.3604 -0.6860
18 N 0.8422 -1.3099 -0.8506
19 C 0.4059 -2.5623 -1.0949
20 C -1.0159 -2.7946 -0.9535
21 C -1.9162 -1.9214 -1.4369
22 N -1.5808 -1.1556 -2.5688
23 C -2.4891 -0.5226 -3.1204
24 C -3.2109 -1.5878 -0.6877
25 C -2.8237 -1.2766 0.7379
26 N -1.7509 -0.5058 1.0037
27 C -3.8646 -0.3186 -2.7344
28 C -4.0990 -0.5740 -1.4212
29 C -5.2429 0.2073 -0.7991
30 C -5.4800 0.2557 0.7039
31 C -4.7867 0.4644 -3.6285
32 C -4.3835 0.3983 -5.0974
33 C 1.5025 -3.4519 -1.1842
34 C 2.6435 -2.6907 -0.9828
35 C 4.0678 -3.1504 -0.9802
36 C 4.4849 -3.8504 0.3161
37 C 1.3986 -4.9294 -1.4105
38 C 1.0727 -5.7035 -0.1293
39 N 0.9464 0.4004 1.2276
40 C 4.3551 0.7971 2.6443
41 C 4.9667 -0.5219 3.1229
42 H -4.6860 -4.9670 2.0689
43 H -3.1901 -4.3779 2.8096
44 H -3.3549 -4.3849 1.0599
45 H -5.0178 -2.6576 2.9701
46 H -5.1934 -2.6880 1.2319
47 H -3.9570 -1.5496 4.6250
48 H -2.7262 -0.3525 4.9469
49 H -2.2336 -3.3611 4.6281
50 H -2.1687 -2.4526 6.1434
51 H -0.9662 -2.1685 4.8743
52 H -0.7452 0.4094 4.1291
53 H 1.1391 1.8496 5.0223
54 H 2.8815 1.6682 4.9490
55 H 0.9057 -0.6356 5.3923
56 H 1.9004 0.1211 6.6429
57 H 2.6533 -0.7997 5.3347
58 H 3.9911 -0.5566 0.1613
59 H -1.3368 -3.5273 -0.2181
60 H -3.8035 -2.5140 -0.6561
61 H -6.1718 -0.1013 -1.2946
62 H -5.0725 1.2367 -1.1306
63 H -5.7381 -0.7089 1.1317
64 H -6.3200 0.9296 0.8832
65 H -4.6196 0.6510 1.2424
66 H -4.8071 1.5136 -3.3072
67 H -5.8022 0.0795 -3.5008
68 H -3.3906 0.8252 -5.2416
69 H -5.0838 0.9630 -5.7133
70 H -4.3601 -0.6318 -5.4596
71 H 4.7211 -2.2938 -1.1598
72 H 4.2232 -3.8316 -1.8218
73 H 4.2496 -3.2291 1.1813
74 H 5.5561 -4.0617 0.3248
75 H 3.9545 -4.7953 0.4359
76 H 2.3367 -5.3004 -1.8325
77 H 0.6226 -5.1288 -2.1541
78 H 1.8165 -5.5062 0.6434
79 H 1.0408 -6.7796 -0.3115
80 H 0.1038 -5.4008 0.2707
81 H 4.5414 1.5734 3.3909
82 H 4.8602 1.1215 1.7311
83 H 4.5389 -0.8241 4.0793
84 H 6.0471 -0.4324 3.2469
85 H 4.7701 -1.3212 2.4081
86 O 2.0426 3.4174 -0.5694
87 C 2.0978 2.6264 -1.5222
88 O 1.6289 1.4577 -1.5702
89 C 2.8220 3.0826 -2.7748
90 C 3.2908 4.3842 -2.8635
91 C 3.9261 4.7887 -4.0231
92 C 4.1189 3.9484 -5.1018
93 C 3.6491 2.6565 -4.9705
94 C 3.0018 2.2054 -3.8346
95 N 3.8577 1.7255 -6.0951
96 O 3.5433 0.5663 -5.9306
97 O 4.3412 2.1758 -7.1160
98 N 4.4326 6.1698 -4.1180
99 O 4.9263 6.5177 -5.1729
100 O 4.3319 6.8757 -3.1362
101 H 3.1459 5.0628 -2.0369
102 H 4.6124 4.2827 -5.9998
103 H 2.6261 1.1949 -3.7646
104 N 0.6506 3.9619 1.6115
105 C -0.6448 3.8795 1.9002
106 N -1.1004 4.6916 2.8965
107 S -1.7175 2.8247 1.1559
108 H 1.2153 4.6722 2.0476
109 H 1.0502 3.5286 0.7677
110 H -0.6005 5.5376 3.1136
111 H -2.0977 4.7067 3.0195
112 Cl -0.5956 2.5905 -4.4701
113 C -1.6305 3.8113 -3.6888
114 Cl -2.4585 4.7324 -4.9536
115 Cl -0.6078 4.9253 -2.7464
116 C -2.6417 3.1319 -2.6623
117 O -3.7696 3.6080 -2.6410
118 O -2.1218 2.2246 -1.9852

What is the electronic energy in the second record?
-65053.691 eV

Which value of net charge does entry 2 give?
-1

Which formula does entry 2 have?
C46H50BFN4O3Y

Look up the electronic energy of the fourth one.
-131070.017 eV